Molecular formula: C28H38N4O3P2PdS
Method: DFT, the ωB97M-V functional and the def2-TZVPD basis

The value obtained for the total energy is -2742.94731 Eh. Its expectation value of S² is 2.011. The gap between HOMO and LUMO (alpha / beta) is 7.3453 / 4.3587 eV. The calculation puts the HOMO energy (alpha / beta) at -7.515 / -8.365 eV. Its LUMO energy (alpha / beta) is -0.170 / -4.006 eV. Its spin multiplicity is 3.

Element x y z (Å)
1 Pd 0.07820 -2.97503 2.95699
2 C -1.10013 1.88711 4.38187
3 C -1.49039 1.11348 3.38211
4 C -0.88692 1.04690 2.03154
5 C 0.41012 0.19036 1.89056
6 C 1.53876 0.58333 2.78838
7 C 1.69502 1.72946 3.46062
8 C 0.96458 3.00570 3.21986
9 C -0.20978 3.10287 4.22920
10 C 0.88883 -2.54282 4.74873
11 H -1.64573 1.76212 5.35621
12 H -2.20155 0.31285 3.58328
13 H -0.73375 2.05520 1.61700
14 H -1.61830 0.46259 1.45374
15 H 0.14428 -0.88148 2.14056
16 H 0.72817 0.09449 0.82178
17 H 2.28981 -0.20109 2.96537
18 H 2.24545 1.71385 4.40349
19 H 0.60691 3.10955 2.18937
20 H 1.63979 3.85891 3.41578
21 H 0.21096 3.25379 5.23234
22 H -0.84250 3.97863 3.98862
23 H 0.23595 -2.61006 5.65561
24 H 1.14587 -1.49577 4.46295
25 H 1.89333 -2.98514 4.98257
26 P 1.46683 -1.25058 -2.58760
27 P -1.89627 -0.79137 -2.24850
28 N 2.88292 -0.15195 -2.74950
29 N 2.10248 -2.54849 -3.72954
30 N -2.04100 1.00373 -2.23000
31 N -3.58099 -1.09783 -2.83303
32 C 0.42125 -0.34623 -3.84386
33 C -1.03604 -0.86911 -3.89964
34 C 3.51055 0.45051 -1.64377
35 C 4.51648 1.29366 -2.10292
36 C 4.52666 1.21242 -3.53459
37 C 3.49722 0.34837 -3.90744
38 C 2.28684 -3.88679 -3.34599
39 C 2.72117 -4.61933 -4.44978
40 C 2.84509 -3.70639 -5.54863
41 C 2.43339 -2.45341 -5.08989
42 C -1.85606 1.74490 -1.05902
43 C -1.90824 3.10158 -1.34956
44 C -2.15962 3.21854 -2.75388
45 C -2.19792 1.92337 -3.27590
46 C -4.37768 -0.38669 -3.74651
47 C -5.39208 -1.22853 -4.19955
48 C -5.23447 -2.49042 -3.53471
49 C -4.13106 -2.38780 -2.70049
50 H 0.88686 -0.39126 -4.84687
51 H 0.40642 0.71541 -3.54057
52 H -1.62512 -0.31464 -4.65289
53 H -1.05070 -1.93810 -4.17404
54 H 3.16830 0.21335 -0.64227
55 H 5.16792 1.90848 -1.49418
56 H 5.20731 1.71438 -4.20903
57 H 3.15587 0.06750 -4.89624
58 H 2.09213 -4.18752 -2.32299
59 H 2.90765 -5.68267 -4.48340
60 H 3.19030 -3.92452 -6.55178
61 H 2.33170 -1.52207 -5.64345
62 H -1.72979 1.23231 -0.12655
63 H -1.77195 3.90801 -0.63876
64 H -2.30723 4.13544 -3.31242
65 H -2.33550 1.58823 -4.29888
66 H -4.18865 0.65850 -3.96157
67 H -6.14511 -0.97333 -4.92736
68 H -5.85679 -3.36043 -3.66427
69 H -3.69511 -3.08096 -1.99477
70 C -0.07782 0.24432 8.56756
71 S -0.18568 0.58798 6.80010
72 O -0.69884 -0.54721 6.03010
73 O -1.22379 1.68186 6.86129
74 O 1.14782 1.05949 6.40328
75 H -0.82393 0.85755 9.08247
76 H 0.92275 0.51441 8.90811
77 H -0.25541 -0.81651 8.73516

Löwdin population analysis, charges in e, atoms 1 to 5:
1 Pd 0.399
2 C -0.078
3 C -0.036
4 C -0.192
5 C -0.169



Molecular formula: C28H39N4O3S2
Method: DFT, the ωB97M-V functional and the def2-TZVPD basis

The value obtained for the total energy is -2331.25179 Eh. The value obtained for the energy above the lowest of the compared OMol25 structures with the same formula, charge and spin is 109.1 kJ/mol. The SMILES is CCN(CC)CCN(C(=O)c1ccc(S(=O)(=O)[N@@H+](C)C2CCCCC2)cc1)c1nc2c(C)cccc2s1. Its total charge is +1. The gap between HOMO and LUMO is 6.7170 eV. The calculation puts the HOMO energy at -10.207 eV. Its LUMO energy is -3.489 eV. Its spin multiplicity is 1.

Element x y z (Å)
1 C 3.48862 5.91719 2.44978
2 C 2.06243 5.98934 1.91792
3 N 1.46228 4.66940 1.77813
4 C 0.32538 4.65533 0.86760
5 C 0.74088 4.77585 -0.59548
6 C 1.18687 4.03785 3.05801
7 C 2.00901 2.74947 3.22283
8 N 1.66841 1.78598 2.18900
9 C 0.61809 0.94109 2.40957
10 O -0.03147 0.94221 3.43067
11 C 0.32741 -0.06159 1.32718
12 C 1.15345 -1.17700 1.16733
13 C 0.81145 -2.16776 0.27086
14 C -0.38351 -2.05460 -0.42410
15 S -0.74406 -3.24031 -1.68514
16 O -1.79602 -2.84376 -2.54961
17 O 0.43487 -3.84378 -2.20022
18 N -1.46569 -4.81834 -0.81395
19 C -0.58783 -5.17680 0.29857
20 C -2.92051 -4.84954 -0.49143
21 C -3.73489 -5.15395 -1.74595
22 C -5.21381 -5.27579 -1.37451
23 C -5.70687 -3.99625 -0.70739
24 C -4.86499 -3.67526 0.52322
25 C -3.39094 -3.54223 0.13294
26 C -1.23171 -0.97255 -0.26178
27 C -0.88217 0.01549 0.63743
28 C 2.26428 1.85333 0.95742
29 N 1.75428 1.30627 -0.08942
30 C 2.56436 1.44093 -1.18361
31 C 2.28468 0.97117 -2.47021
32 C 1.01284 0.23437 -2.75442
33 C 3.22532 1.21441 -3.45614
34 C 4.40661 1.90190 -3.19597
35 C 4.69008 2.37863 -1.93073
36 C 3.76345 2.14062 -0.93186
37 S 3.82730 2.62385 0.74070
38 H 4.09559 5.28564 1.80710
39 H 3.91968 6.91465 2.46367
40 H 3.52172 5.52027 3.46108
41 H 2.08897 6.44936 0.93049
42 H 1.45281 6.63526 2.57285
43 H -0.18743 3.69730 0.99391
44 H -0.39330 5.45692 1.10982
45 H -0.12833 4.62522 -1.23077
46 H 1.15466 5.75466 -0.81848
47 H 1.48459 4.02440 -0.84435
48 H 1.44038 4.70418 3.88693
49 H 0.12666 3.78106 3.15850
50 H 1.78272 2.29042 4.18726
51 H 3.07490 2.96779 3.15259
52 H 2.07613 -1.24779 1.72180
53 H 1.46902 -3.00064 0.08549
54 H -1.30239 -5.47588 -1.58329
55 H -0.82758 -6.17215 0.67556
56 H -0.70384 -4.45768 1.10801
57 H 0.44430 -5.17533 -0.04693
58 H -3.07017 -5.66192 0.23191
59 H -3.39418 -6.08873 -2.19840
60 H -3.60240 -4.35047 -2.47126
61 H -5.79555 -5.47514 -2.27367
62 H -5.35108 -6.11939 -0.69476
63 H -6.75122 -4.11152 -0.41916
64 H -5.64365 -3.16987 -1.41702
65 H -5.20352 -2.74363 0.97574
66 H -4.97948 -4.46714 1.26583
67 H -3.29708 -2.74719 -0.60454
68 H -2.79465 -3.28753 1.01140
69 H -2.13188 -0.89920 -0.84950
70 H -1.52863 0.86565 0.78622
71 H 0.24179 0.54193 -2.05296
72 H 0.68062 0.43030 -3.77073
73 H 1.16378 -0.84224 -2.64997
74 H 3.03163 0.86294 -4.45834
75 H 5.10967 2.07081 -3.99630
76 H 5.59882 2.91954 -1.72298

Löwdin population analysis, charges in e, atoms 1 to 5:
1 C -0.080
2 C -0.244
3 N -0.202
4 C -0.245
5 C -0.064